Record 1
Entry from OMol25: a structure of composition C6H14N2O3 (ωB97M-V/def2-TZVPD).

Strongest force on any atom, hartree/bohr: 0.14992
Electronic energy, eV: -15562.031
Frontier orbital gap, hartree: 0.3421
Lowest unoccupied orbital energy, eV: 0.52
ΔE to the lowest compared entry with this formula, charge and spin, kcal per mole: 219.6

CARTESIAN COORDINATES (ANGSTROEM)
C1 -3.795 0.462 -0.538
C2 -2.015 -1.052 0.038
C3 -1.207 -0.182 1.105
C4 1.199 -0.020 -0.037
C5 2.437 1.048 0.281
C6 3.669 -1.039 -0.526
H1 -3.561 0.863 0.511
H2 -4.346 1.135 -1.317
H3 -4.708 -0.132 -0.180
H4 -1.443 -1.893 -0.242
H5 -2.742 -1.518 0.605
H6 -1.799 0.483 1.776
H7 -0.739 -0.988 1.650
H8 1.447 -1.128 0.137
H9 1.031 0.049 -1.343
H10 2.713 1.137 1.576
H11 2.496 2.155 -0.530
H12 3.641 -1.587 0.542
H13 4.648 -1.268 -0.944
H14 2.911 -1.639 -1.386
N1 -0.239 0.593 0.567
N2 -0.527 1.847 0.252
O1 -2.731 -0.292 -1.021
O2 3.538 0.514 -0.372
O3 0.120 2.452 -0.605

Cartesian forces (eV/Å) of the 6 atoms listed first:
-2.792 0.149 2.102
-1.186 3.592 0.335
-2.633 -2.036 0.303
-1.808 2.782 -3.113
-0.125 0.552 -0.333
-1.395 -0.553 0.382

Record 2
Entry from OMol25: a structure of composition C5H12NO (ωB97M-V/def2-TZVPD).

Charge: -1
Strongest force on any atom, hartree/bohr: 0.11859
Electronic energy, eV: -8911.254
Frontier orbital gap, hartree: 0.1467
Lowest unoccupied orbital energy, eV: 1.85
ΔE to the lowest compared entry with this formula, charge and spin, kcal per mole: 134.0

CARTESIAN COORDINATES (ANGSTROEM)
C1 2.260 2.753 -1.355
N1 1.800 3.875 -0.604
C2 -0.476 0.395 1.354
C3 0.173 -0.575 0.356
C4 -0.676 -1.600 -0.510
C5 -2.004 -2.177 0.018
O1 -2.174 -2.714 1.258
H1 1.742 1.805 -1.329
H2 1.966 3.002 0.027
H3 3.359 2.546 -1.693
H4 0.078 -2.443 -0.695
H5 -0.464 -0.074 2.261
H6 -1.479 0.687 1.262
H7 0.043 1.314 1.359
H8 0.891 -1.278 1.066
H9 0.913 -0.074 -0.365
H10 -0.913 -1.026 -1.439
H11 -2.267 -3.014 -0.793
H12 -2.771 -1.401 -0.175

Cartesian forces (eV/Å) of the 6 atoms listed first:
1.302 3.032 2.201
2.948 -4.383 -3.048
0.533 -0.160 -2.183
1.877 -2.269 0.801
1.629 0.389 0.385
-1.458 -1.946 0.132

Record 3
Entry from OMol25: a cluster of 2 separate species, C3H10N2O in total (ωB97M-V/def2-TZVPD).

Structure (SMILES): [H]/N=C/NCC.O
Strongest force on any atom, hartree/bohr: 0.05109
Electronic energy, eV: -8299.661
Frontier orbital gap, hartree: 0.3455
Lowest unoccupied orbital energy, eV: 0.59
ΔE to the lowest compared entry with this formula, charge and spin, kcal per mole: 42.5

CARTESIAN COORDINATES (ANGSTROEM)
H1 -3.113 0.667 -2.285
N1 -2.525 -0.126 -1.966
C1 -1.935 -0.248 -0.856
N2 -1.184 -1.350 -0.606
C2 -0.022 -1.285 0.279
C3 1.173 -0.965 -0.552
H2 -2.110 0.233 0.169
H3 -0.948 -2.061 -1.289
H4 0.050 -2.248 0.793
H5 -0.147 -0.590 1.081
H6 1.869 -1.748 -0.655
H7 1.831 -0.142 -0.149
H8 0.830 -0.678 -1.574
O1 3.321 3.119 2.926
H9 3.185 4.095 2.939
H10 2.646 2.853 2.333

Cartesian forces (eV/Å) of the 6 atoms listed first:
0.589 -0.729 1.433
-0.072 0.798 -1.300
-1.427 -0.185 0.838
1.065 -1.222 1.283
-0.782 -0.771 0.241
1.271 2.204 -0.654

Record 4
Entry from OMol25: a cluster of 10 separate species, C50H126N10O10 in total (ωB97M-V/def2-TZVPD).

Structure (SMILES): CC1(C)CCCC(C)(C)N1O.CC1(C)CCCC(C)(C)N1O.COC[C@H](C)N.COC[C@H](C)N.COC[C@H](C)N.COC[C@H](C)N.COC[C@H](C)N.COC[C@H](C)N.COC[C@H](C)N.COC[C@H](C)N
Strongest force on any atom, hartree/bohr: 0.07252
Electronic energy, eV: -89256.929
Frontier orbital gap, hartree: 0.3038
Lowest unoccupied orbital energy, eV: 0.37
ΔE to the lowest compared entry with this formula, charge and spin, kcal per mole: 133.0

CARTESIAN COORDINATES (ANGSTROEM)
C1 -7.829 -5.286 6.253
C2 -8.338 -6.509 5.431
C3 -7.113 -7.223 4.787
C4 -8.921 -7.655 6.300
C5 -10.283 -7.358 6.875
C6 -11.239 -7.009 5.711
C7 -10.739 -5.811 4.837
C8 -11.605 -6.001 3.541
C9 -10.936 -4.448 5.427
N1 -9.346 -6.161 4.462
O1 -8.849 -5.339 3.492
H1 -7.559 -4.389 5.695
H2 -8.513 -5.012 7.056
H3 -6.957 -5.626 6.812
H4 -6.465 -6.530 4.249
H5 -6.427 -7.693 5.491
H6 -7.384 -8.065 4.150
H7 -8.962 -8.636 5.828
H8 -8.333 -7.856 7.195
H9 -10.536 -8.270 7.416
H10 -10.256 -6.562 7.619
H11 -12.144 -6.739 6.255
H12 -11.481 -7.943 5.203
H13 -12.676 -5.879 3.706
H14 -11.560 -7.033 3.192
H15 -11.369 -5.391 2.668
H16 -11.969 -4.378 5.767
H17 -10.673 -3.646 4.738
H18 -10.256 -4.372 6.276
H19 -8.924 -5.856 2.686
C10 -2.740 2.526 -10.094
C11 -3.210 1.948 -8.757
C12 -4.454 2.706 -8.426
C13 -3.559 0.425 -8.768
C14 -2.427 -0.585 -8.757
C15 -1.438 -0.175 -7.621
C16 -0.862 1.328 -7.627
C17 -0.298 1.666 -6.271
C18 0.245 1.507 -8.657
N2 -2.094 2.147 -7.784
O2 -1.789 3.518 -7.601
H20 -2.710 3.612 -10.010
H21 -1.750 2.226 -10.437
H22 -3.362 2.245 -10.945
H23 -4.742 2.697 -7.375
H24 -4.368 3.771 -8.639
H25 -5.265 2.345 -9.059
H26 -4.356 0.252 -8.044
H27 -3.989 0.267 -9.757
H28 -2.749 -1.625 -8.697
H29 -1.928 -0.561 -9.726
H30 -0.602 -0.874 -7.657
H31 -1.891 -0.384 -6.652
H32 0.096 2.677 -6.162
H33 0.589 1.061 -6.079
H34 -1.029 1.497 -5.481
H35 0.367 2.566 -8.883
H36 -0.011 1.145 -9.653
H37 1.174 0.967 -8.475
H38 -1.862 3.554 -6.644
C19 2.288 -1.252 7.762
O3 3.574 -1.391 8.174
C20 4.432 -0.936 7.095
C21 5.967 -1.283 7.339
C22 6.589 -0.380 8.362
N3 6.757 -1.125 6.129
H39 1.617 -1.487 8.588
H40 1.950 -1.990 7.035
H41 2.092 -0.236 7.418
H42 4.155 -1.384 6.140
H43 4.349 0.142 6.960
H44 6.037 -2.326 7.646
H45 6.140 -0.526 9.344
H46 6.487 0.670 8.088
H47 7.677 -0.448 8.384
H48 7.742 -1.237 6.320
H49 6.561 -1.880 5.487
C23 7.766 -1.666 -6.750
O4 7.822 -0.255 -6.880
C24 8.860 0.461 -6.129
C25 8.519 0.384 -4.614
C26 7.387 1.439 -4.377
N4 9.726 0.568 -3.820
H50 8.724 -2.148 -6.945
H51 7.033 -2.080 -7.443
H52 7.546 -2.004 -5.738
H53 9.816 0.007 -6.387
H54 8.843 1.514 -6.413
H55 8.126 -0.607 -4.383
H56 6.604 1.350 -5.130
H57 7.724 2.469 -4.488
H58 6.986 1.244 -3.382
H59 10.378 -0.201 -3.888
H60 10.265 1.357 -4.147
C27 2.565 -6.092 1.717
O5 3.543 -6.619 0.859
C28 3.330 -6.338 -0.531
C29 3.842 -4.929 -0.946
C30 3.485 -4.614 -2.324
N5 5.272 -4.978 -0.850
H61 2.872 -6.279 2.746
H62 1.647 -6.655 1.547
H63 2.355 -5.028 1.606
H64 3.812 -7.196 -0.999
H65 2.268 -6.448 -0.750
H66 3.445 -4.099 -0.362
H67 3.879 -3.662 -2.681
H68 2.403 -4.681 -2.431
H69 3.855 -5.444 -2.927
H70 5.604 -5.007 0.103
H71 5.516 -5.841 -1.315
C31 -2.131 -10.368 -0.736
O6 -0.862 -10.896 -0.589
C32 -0.727 -11.743 0.558
C33 0.649 -12.341 0.824
C34 1.013 -13.384 -0.314
N6 0.594 -13.141 2.045
H72 -2.207 -9.383 -0.276
H73 -3.017 -10.857 -0.331
H74 -2.422 -10.218 -1.776
H75 -1.018 -11.274 1.498
H76 -1.301 -12.631 0.293
H77 1.322 -11.506 1.021
H78 0.245 -14.140 -0.480
H79 1.978 -13.843 -0.103
H80 1.254 -12.748 -1.166
H81 -0.166 -13.805 2.044
H82 1.439 -13.689 1.971
C35 8.272 8.179 5.250
O7 7.417 7.096 4.871
C36 7.975 5.810 5.151
C37 8.845 5.306 3.936
C38 7.826 5.048 2.706
N7 9.546 4.012 4.174
H83 7.746 9.123 5.107
H84 9.136 8.298 4.596
H85 8.567 8.152 6.299
H86 8.442 5.853 6.136
H87 7.130 5.133 5.277
H88 9.532 6.103 3.650
H89 7.156 4.202 2.860
H90 8.193 5.008 1.681
H91 7.054 5.815 2.645
H92 10.322 4.329 4.737
H93 9.156 3.181 4.596
C39 0.296 1.956 0.606
O8 -1.084 1.992 0.622
C40 -1.691 0.945 1.312
C41 -1.775 -0.362 0.452
C42 -3.003 -0.153 -0.581
N8 -1.944 -1.592 1.131
H94 0.672 1.106 0.036
H95 0.668 1.781 1.615
H96 0.689 2.877 0.174
H97 -1.105 0.692 2.196
H98 -2.658 1.322 1.644
H99 -0.783 -0.329 0.001
H100 -3.987 -0.228 -0.118
H101 -3.059 -0.818 -1.442
H102 -2.964 0.860 -0.980
H103 -2.850 -1.769 1.541
H104 -1.810 -2.306 0.429
C43 0.978 15.657 0.371
O9 0.782 14.306 -0.060
C44 1.716 13.425 0.608
C45 1.515 11.934 0.355
C46 2.501 11.112 1.238
N9 1.614 11.458 -0.997
H105 1.943 15.974 -0.026
H106 0.972 15.870 1.440
H107 0.200 16.261 -0.096
H108 2.712 13.685 0.251
H109 1.850 13.607 1.674
H110 0.493 11.787 0.705
H111 3.537 11.430 1.353
H112 2.496 10.041 1.034
H113 2.098 11.267 2.239
H114 2.565 11.334 -1.314
H115 1.173 12.144 -1.594
C47 -6.333 8.058 -0.450
O10 -6.174 7.138 -1.541
C48 -4.907 6.603 -2.012
C49 -3.799 7.641 -2.169
C50 -4.140 8.668 -3.264
N10 -2.503 7.119 -2.411
H116 -7.380 8.311 -0.287
H117 -5.787 8.997 -0.543
H118 -6.050 7.552 0.473
H119 -4.605 5.784 -1.360
H120 -4.980 6.056 -2.952
H121 -3.737 8.134 -1.199
H122 -4.604 8.208 -4.136
H123 -3.240 9.173 -3.613
H124 -4.761 9.491 -2.909
H125 -2.363 6.574 -1.572
H126 -1.925 7.927 -2.229

Cartesian forces (eV/Å) of the 6 atoms listed first:
0.105 -1.000 0.869
0.948 -0.949 0.755
0.342 0.527 -0.561
-0.063 0.710 1.465
0.036 -0.011 -0.931
0.016 0.472 2.367

Record 5
Entry from OMol25: a structure of composition C4H7Br2N2 (ωB97M-V/def2-TZVPD).

Charge: +1
Strongest force on any atom, hartree/bohr: 0.04810
Electronic energy, eV: -147315.858
Frontier orbital gap, hartree: 0.2774
Lowest unoccupied orbital energy, eV: -5.86
ΔE to the lowest compared entry with this formula, charge and spin, kcal per mole: 98.6

CARTESIAN COORDINATES (ANGSTROEM)
C1 -0.150 -1.445 1.032
C2 0.137 -0.418 1.811
C3 -0.040 0.449 -1.210
C4 0.822 1.047 -0.172
N1 -0.164 -2.199 0.130
N2 -1.426 0.611 -1.021
Br1 0.338 2.622 0.630
Br2 2.581 0.627 -0.180
H1 -0.573 -0.074 2.612
H2 1.211 -0.202 2.037
H3 0.396 -0.584 -1.104
H4 0.563 0.861 -2.158
H5 -1.717 1.486 -0.669
H6 0.105 -3.149 0.049
H7 -2.082 0.368 -1.787

Cartesian forces (eV/Å) of the 6 atoms listed first:
1.099 0.389 0.754
0.086 1.424 1.893
2.418 0.172 -0.492
-1.244 0.553 0.063
-0.358 -0.146 -1.227
-0.709 -1.190 -1.197

Record 6
Entry from OMol25: a structure of composition C35H27BrN10ORu (ωB97M-V/def2-TZVPD).

Charge: +1
Strongest force on any atom, hartree/bohr: 0.01902
Multiplicity: 2
Electronic energy, eV: -126303.373
Frontier orbital gap (spin up / spin down), hartree: 0.2545 / 0.2448
Lowest unoccupied orbital energy (spin up / spin down), eV: -3.31 / -3.59
ΔE to the lowest compared entry with this formula, charge and spin, kcal per mole: 16.1
⟨S²⟩: 0.761

CARTESIAN COORDINATES (ANGSTROEM)
Ru1 0.320 -0.412 -1.077
Br1 -4.098 1.195 4.427
C1 -2.288 1.008 4.929
C2 -1.602 2.091 5.453
C3 -0.271 1.937 5.808
C4 0.380 0.731 5.585
C5 -0.329 -0.363 5.101
C6 -1.669 -0.225 4.784
N1 1.762 0.656 5.997
N2 2.604 0.139 5.257
C7 2.269 -0.288 3.939
C8 2.418 -1.615 3.624
C9 2.052 -2.123 2.366
C10 1.579 -1.288 1.380
O1 1.243 -1.711 0.166
C11 1.517 0.110 1.659
N3 1.075 0.906 0.633
C12 0.978 2.199 0.839
C13 1.353 2.807 2.049
C14 1.802 2.031 3.077
C15 1.859 0.626 2.924
H1 -2.106 3.036 5.601
H2 0.279 2.758 6.253
H3 0.158 -1.322 4.986
H4 -2.239 -1.074 4.434
H5 2.785 -2.288 4.389
H6 2.141 -3.181 2.156
H7 0.623 2.806 0.016
H8 1.294 3.882 2.143
H9 2.126 2.483 4.003
N4 2.750 -2.574 -1.941
C16 2.924 -1.402 -2.543
N5 3.941 -1.274 -3.389
C17 4.083 -0.088 -3.972
N6 5.114 0.084 -4.801
N7 3.253 0.971 -3.806
C18 2.263 0.733 -2.984
N8 2.031 -0.392 -2.297
C19 1.198 1.752 -2.843
C20 1.236 2.959 -3.516
C21 0.146 3.809 -3.417
C22 -0.946 3.416 -2.659
C23 -0.902 2.198 -2.008
N9 0.156 1.385 -2.081
H10 3.463 -3.264 -2.104
H11 2.195 -2.610 -1.090
H12 5.756 -0.673 -4.955
H13 5.246 0.969 -5.255
H14 2.105 3.194 -4.112
H15 0.143 4.759 -3.936
H16 -1.828 4.036 -2.577
H17 -1.739 1.841 -1.423
N10 -1.289 -0.422 0.329
C24 -2.412 -1.336 0.205
C25 -2.934 -1.866 1.377
C26 -3.975 -2.774 1.337
C27 -4.479 -3.163 0.104
C28 -3.940 -2.641 -1.058
C29 -2.899 -1.704 -1.042
C30 -2.342 -1.232 -2.342
C31 -3.240 -1.144 -3.413
C32 -2.813 -0.942 -4.711
C33 -1.451 -0.850 -4.964
C34 -0.562 -0.852 -3.903
C35 -0.972 -0.983 -2.566
H18 -0.789 -0.716 1.166
H19 -1.605 0.524 0.531
H20 -2.512 -1.561 2.328
H21 -4.376 -3.184 2.254
H22 -5.277 -3.890 0.044
H23 -4.307 -2.996 -2.011
H24 -4.300 -1.239 -3.218
H25 -3.533 -0.876 -5.516
H26 -1.084 -0.754 -5.978
H27 0.488 -0.744 -4.140

Cartesian forces (eV/Å) of the 6 atoms listed first:
0.214 0.921 0.252
-0.052 0.001 -0.026
0.079 -0.014 0.015
0.000 0.009 -0.003
0.091 -0.015 -0.034
-0.060 0.187 0.121

Record 7
Entry from OMol25: a cluster of 2 separate species, C4H7FINO in total (ωB97M-V/def2-TZVPD).

Structure (SMILES): N/C(O)=C\I.C=CF
Strongest force on any atom, hartree/bohr: 0.06188
Electronic energy, eV: -18614.778
Frontier orbital gap, hartree: 0.3037
Lowest unoccupied orbital energy, eV: 0.31
ΔE to the lowest compared entry with this formula, charge and spin, kcal per mole: 40.9

CARTESIAN COORDINATES (ANGSTROEM)
N1 -2.404 0.870 -1.807
C1 -1.778 0.207 -0.798
O1 -2.540 -0.434 0.095
C2 -0.444 0.093 -0.850
I1 0.721 1.384 -2.222
H1 -1.692 1.092 -2.486
H2 -3.331 0.785 -2.080
H3 -2.065 -0.882 0.849
H4 0.106 -0.344 -0.060
C3 1.845 -0.510 2.128
C4 2.603 -0.479 1.055
F1 3.193 0.591 0.435
H5 1.468 -1.462 2.633
H6 1.658 0.389 2.822
H7 2.660 -1.302 0.286

Cartesian forces (eV/Å) of the 6 atoms listed first:
1.396 0.494 0.823
0.746 -0.531 -1.059
-0.604 -0.612 1.302
1.033 1.168 -0.455
-0.613 -1.165 1.142
-0.773 0.317 -0.525

Record 8
Entry from OMol25: a structure of composition C30H33GeN2O2Tl (ωB97M-V/def2-TZVPD).

Charge: +1
Strongest force on any atom, hartree/bohr: 0.00196
Multiplicity: 2
Electronic energy, eV: -99925.154
Frontier orbital gap (spin up / spin down), hartree: 0.2728 / 0.3029
Lowest unoccupied orbital energy (spin up / spin down), eV: -2.10 / -3.29
⟨S²⟩: 0.755

CARTESIAN COORDINATES (ANGSTROEM)
Tl1 -0.700 0.214 -0.090
C1 -1.594 -3.585 -3.259
C2 -0.793 -2.828 -2.236
O1 -1.178 -1.761 -1.761
N1 0.372 -3.393 -1.856
C3 1.274 -2.763 -0.905
C4 2.079 -1.644 -1.524
C5 3.219 -1.912 -2.272
C6 3.910 -0.860 -2.846
C7 3.445 0.432 -2.652
C8 2.308 0.612 -1.885
N2 1.637 -0.400 -1.333
H1 -2.491 -3.022 -3.494
H2 -1.874 -4.565 -2.872
H3 -1.011 -3.736 -4.168
H4 0.649 -4.256 -2.291
H5 1.937 -3.536 -0.520
H6 0.693 -2.385 -0.061
H7 3.558 -2.932 -2.395
H8 4.801 -1.043 -3.432
H9 3.954 1.284 -3.079
H10 1.909 1.603 -1.701
C9 -4.544 2.010 2.562
C10 -3.350 2.639 2.237
C11 -2.140 2.039 2.553
C12 -2.101 0.799 3.194
C13 -3.311 0.191 3.536
C14 -4.522 0.786 3.215
Ge1 -0.421 -0.089 3.633
C15 1.091 0.952 2.964
C16 1.273 2.268 3.400
C17 2.328 3.035 2.933
C18 3.237 2.493 2.033
C19 3.085 1.183 1.607
C20 2.021 0.420 2.070
C21 -0.372 -1.878 2.832
C22 -1.426 -2.392 2.072
C23 -1.372 -3.679 1.550
C24 -0.263 -4.478 1.786
C25 0.793 -3.985 2.541
C26 0.736 -2.700 3.061
H11 -5.488 2.479 2.319
H12 -3.363 3.602 1.742
H13 -1.216 2.544 2.292
H14 -3.314 -0.756 4.063
H15 -5.450 0.300 3.485
H16 0.588 2.700 4.121
H17 2.454 4.051 3.285
H18 4.070 3.087 1.680
H19 3.801 0.749 0.919
H20 1.925 -0.608 1.735
H21 -2.311 -1.791 1.896
H22 -2.204 -4.058 0.970
H23 -0.228 -5.487 1.397
H24 1.653 -4.610 2.744
H25 1.561 -2.341 3.667
C27 -0.295 3.157 -4.062
C28 -0.742 4.239 -3.062
C29 -0.981 3.469 -1.753
O2 -0.561 2.117 -1.999
C30 -0.751 1.870 -3.396
H26 0.790 3.155 -4.173
H27 -0.735 3.291 -5.048
H28 -1.658 4.726 -3.392
H29 0.015 5.011 -2.943
H30 -2.039 3.470 -1.473
H31 -0.396 3.841 -0.912
H32 -1.808 1.662 -3.595
H33 -0.162 0.991 -3.656

Cartesian forces (eV/Å) of the 6 atoms listed first:
-0.010 -0.019 0.007
-0.016 -0.002 0.004
0.022 -0.016 0.060
-0.025 0.044 -0.012
-0.016 0.013 -0.061
0.018 -0.044 0.053